1.
{
  "formula": "C31H60BN3O13",
  "method": "ωB97M-V/def2-TZVPD",
  "gap_ha": 0.333,
  "smiles": "CC(=O)OCC[C@@]1(C[C@H]2CO2)OC(=O)[C@@](CCCO)(OC#N)[C@]1(CC(C)C)B(O)O.COCCNCCOC.COCCNCCOC",
  "symbols": ["C", "C", "O", "O", "C", "C", "C", "C", "C", "C", "O", "O", "C", "O", "C", "C", "C", "C", "O", "O", "C", "N", "C", "C", "C", "C", "C", "B", "O", "O", "H", "H", "H", "H", "H", "H", "H", "H", "H", "H", "H", "H", "H", "H", "H", "H", "H", "H", "H", "H", "H", "H", "H", "H", "H", "H", "H", "H", "H", "H", "C", "O", "C", "C", "N", "C", "C", "O", "C", "H", "H", "H", "H", "H", "H", "H", "H", "H", "H", "H", "H", "H", "H", "H", "C", "O", "C", "C", "N", "C", "C", "O", "C", "H", "H", "H", "H", "H", "H", "H", "H", "H", "H", "H", "H", "H", "H", "H"],
  "xyz": [[2.59661, -1.49893, 6.87577], [3.48820, -2.03564, 5.72451], [3.61187, -3.23282, 5.64738], [4.19806, -1.28729, 4.81449], [3.89478, 0.12080, 4.78974], [2.48990, 0.48891, 4.21254], [2.38874, 0.66403, 2.63175], [2.40785, 2.20445, 2.43192], [3.89925, 2.76335, 2.81885], [4.05440, 4.35532, 2.67507], [3.97344, 3.57797, 4.01777], [3.59852, -0.01070, 2.18030], [3.35516, -1.34113, 1.89631], [4.29938, -2.00526, 1.59930], [1.78009, -1.71950, 1.95177], [1.67481, -2.65810, 0.70466], [1.86310, -4.20566, 0.95371], [2.85274, -4.66283, 2.06336], [4.03338, -5.22411, 1.42116], [1.45713, -2.21018, 3.27172], [0.27725, -2.82460, 3.32155], [-0.66020, -3.45118, 3.10793], [1.30134, -0.19361, 1.84745], [-0.24499, 0.12375, 2.12410], [-0.72148, 0.26184, 3.60468], [-2.29113, -0.05007, 3.59297], [-0.59940, 1.72829, 4.22142], [1.33236, 0.24325, 0.25351], [0.19130, 0.09187, -0.58212], [2.43678, 0.84238, -0.36747], [3.15167, -1.43409, 7.85034], [2.19477, -0.46365, 6.70734], [1.71606, -2.15285, 7.06093], [3.93075, 0.54916, 5.83128], [4.75347, 0.62321, 4.27849], [1.75934, -0.22773, 4.65494], [2.23072, 1.48287, 4.66789], [1.68974, 2.78504, 3.04490], [2.35238, 2.57716, 1.38525], [4.79453, 2.12540, 2.52774], [5.10630, 4.70054, 2.54294], [3.21331, 5.01262, 2.96667], [0.70723, -2.56850, 0.13424], [2.47360, -2.37580, -0.03243], [0.84451, -4.64808, 1.11575], [2.22060, -4.64538, -0.01604], [3.20899, -3.88857, 2.77566], [2.37283, -5.50752, 2.63397], [4.75813, -4.99520, 2.03034], [-0.44840, 1.11358, 1.62874], [-0.86645, -0.65706, 1.61450], [-0.29917, -0.44933, 4.34880], [-2.36302, -1.15298, 3.37504], [-2.82529, 0.54025, 2.80614], [-2.70199, 0.10300, 4.61722], [0.13394, 1.68650, 5.05773], [-0.39617, 2.51686, 3.46237], [-1.58396, 1.99168, 4.69289], [-0.25475, -0.75291, -0.40763], [2.10688, 1.53079, -0.97894], [-2.05195, -0.23447, -5.69353], [-2.34418, -1.60735, -5.88664], [-1.68740, -2.18896, -7.01257], [-0.57015, -3.12715, -6.57617], [0.55649, -2.39547, -6.00262], [1.52069, -3.22763, -5.28108], [1.02277, -4.05456, -4.09018], [0.64247, -3.28544, -2.95760], [-0.64519, -2.71271, -3.03103], [-2.77150, 0.16319, -4.97632], [-1.05022, -0.09580, -5.27620], [-2.14425, 0.32947, -6.62593], [-1.32666, -1.42781, -7.71206], [-2.44437, -2.78111, -7.53522], [-0.21944, -3.69785, -7.44281], [-1.00089, -3.83320, -5.85698], [0.20240, -1.69696, -5.36206], [2.29547, -2.55011, -4.91126], [2.00680, -3.89795, -5.99790], [1.86321, -4.66947, -3.75566], [0.22866, -4.75915, -4.36303], [-1.36234, -3.34356, -3.56092], [-0.58498, -1.72619, -3.49503], [-1.00391, -2.56573, -2.00910], [-5.58810, 5.88951, -2.55456], [-5.89032, 4.52059, -2.76190], [-5.24107, 3.94841, -3.89558], [-4.12850, 2.99768, -3.47420], [-2.99425, 3.71345, -2.89533], [-2.03449, 2.86309, -2.18897], [-2.53158, 2.02284, -1.00721], [-2.89848, 2.77804, 0.14097], [-4.18899, 3.36311, 0.08649], [-6.30228, 6.28426, -1.83118], [-4.58423, 6.01652, -2.13909], [-5.67940, 6.46397, -3.48044], [-4.87749, 4.71550, -4.58711], [-6.00336, 3.36725, -4.42294], [-3.78484, 2.43559, -4.34966], [-4.56149, 2.28560, -2.76229], [-3.34044, 4.40625, -2.24432], [-1.25235, 3.52957, -1.81324], [-1.55726, 2.19874, -2.91807], [-1.69403, 1.39780, -0.68784], [-3.33285, 1.32780, -1.28618], [-4.90788, 2.73384, -0.44295], [-4.13716, 4.35480, -0.36665], [-4.54045, 3.49819, 1.11100]]
}

***

2.
{
  "formula": "C9H19N3O2",
  "method": "ωB97M-V/def2-TZVPD",
  "gap_ha": 0.071,
  "symbols": ["C", "C", "O", "C", "C", "N", "C", "N", "C", "N", "H", "H", "H", "H", "H", "H", "H", "H", "H", "H", "H", "H", "C", "C", "C", "O", "H", "H", "H", "H", "H", "H", "H"],
  "xyz": [[1.25309, -1.78579, 1.15837], [0.94181, -0.97721, -0.24116], [0.04969, 0.19835, -0.07001], [-0.97204, -0.04242, 0.96071], [-2.07067, -1.20717, 0.60615], [-2.93426, -1.23008, 1.84783], [-4.06652, -2.23179, 1.89318], [-5.44579, -1.59935, 1.65048], [-2.42314, -0.21084, 2.84138], [-1.20546, 0.55699, 2.33184], [1.62188, -0.98474, 1.95442], [2.10693, -2.57771, 0.89826], [0.34168, -2.43426, 1.55114], [0.48653, -1.64776, -1.08543], [2.00036, -0.59646, -0.63805], [-2.09517, -1.83523, -0.38091], [-3.85248, -3.01584, 1.02124], [-4.15008, -2.84631, 2.88551], [-6.16994, -2.36912, 1.72833], [-5.44377, -1.19557, 0.66944], [-2.86557, -0.01054, 3.91165], [-0.63778, 1.31214, 2.77492], [2.32341, 1.96581, -1.80329], [3.75804, 2.37843, -2.17248], [3.77249, 2.94913, -3.60025], [4.50823, 1.29046, -2.16294], [1.91726, 1.20397, -2.48175], [2.27043, 1.56797, -0.78185], [1.65394, 2.83294, -1.85011], [4.00778, 3.21985, -1.51058], [3.42092, 2.22444, -4.34634], [4.77986, 3.27094, -3.89358], [3.11834, 3.82677, -3.66611]]
}

***

3.
{
  "formula": "C4H7N3",
  "method": "ωB97M-V/def2-TZVPD",
  "gap_ha": 0.329,
  "symbols": ["C", "C", "C", "C", "N", "N", "N", "H", "H", "H", "H", "H", "H", "H"],
  "xyz": [[0.19886, 2.20898, -0.00307], [-0.70881, 1.62117, 0.88320], [0.66356, 1.19095, -0.75970], [-0.45143, -2.09131, -0.01789], [-0.71504, 0.28160, 0.67717], [0.19924, 0.02384, -0.24326], [0.35489, -1.19140, -0.79339], [0.41585, 3.26645, -0.03947], [-1.29553, 2.09210, 1.72145], [1.60294, 1.15297, -1.31720], [-0.49381, -1.75458, 0.97206], [-1.41350, -2.19515, -0.52954], [-0.04043, -3.04092, -0.10414], [1.68321, -1.56471, -0.44621]]
}

***

4.
{
  "formula": "F2HNS",
  "method": "ωB97M-V/def2-TZVPD",
  "gap_ha": 0.381,
  "symbols": ["N", "F", "F", "S", "H"],
  "xyz": [[-2.29084, 1.07832, 0.48549], [2.19773, 0.37347, -0.33918], [-1.44434, -1.36191, -0.08310], [-1.12494, 0.27102, 0.53951], [2.66239, -0.36090, -0.60273]]
}

***

5.
{
  "formula": "C27H57IrN4OP",
  "method": "ωB97M-V/def2-TZVPD",
  "multiplicity": 5,
  "s_squared": 6.01,
  "gap_ha": [0.238, 0.305],
  "charge": 1,
  "symbols": ["Ir", "N", "C", "C", "N", "C", "C", "N", "C", "C", "N", "H", "H", "H", "H", "H", "H", "H", "H", "H", "H", "H", "H", "H", "H", "H", "H", "H", "H", "C", "O", "C", "C", "H", "H", "H", "H", "H", "H", "C", "C", "C", "C", "C", "C", "P", "C", "C", "C", "C", "C", "C", "C", "C", "C", "C", "C", "C", "H", "H", "H", "H", "H", "H", "H", "H", "H", "H", "H", "H", "H", "H", "H", "H", "H", "H", "H", "H", "H", "H", "H", "H", "H", "H", "H", "H", "H", "H", "H", "H", "H"],
  "xyz": [[-1.59404, 0.73676, 1.59079], [-0.41734, -0.60405, 3.05595], [-1.14336, -1.86868, 3.26015], [-1.74143, -2.34405, 1.94870], [-2.72240, -1.39029, 1.39810], [-3.99700, -1.42206, 2.15229], [-4.48834, -0.04518, 2.58027], [-3.42146, 0.65215, 3.29205], [-2.92864, -1.65697, -0.03484], [-3.61921, -0.50322, -0.74012], [-2.80879, 0.70912, -0.59266], [0.49025, -0.78029, 2.63434], [-0.24864, -0.13337, 3.93748], [-1.92544, -1.68830, 3.99817], [-0.49825, -2.65144, 3.66889], [-0.93990, -2.44319, 1.21322], [-2.19258, -3.33551, 2.08300], [-3.85955, -2.03579, 3.04626], [-4.76577, -1.92364, 1.55688], [-5.40296, -0.16570, 3.17192], [-4.74128, 0.56229, 1.71040], [-3.27101, 0.27748, 4.22285], [-3.60138, 1.64595, 3.38069], [-3.49843, -2.58396, -0.18147], [-1.94124, -1.79552, -0.47555], [-4.60369, -0.31880, -0.30702], [-3.78510, -0.77722, -1.78682], [-3.35381, 1.55352, -0.71216], [-2.05829, 0.73440, -1.27471], [-0.96069, 4.27414, 3.13865], [-0.81198, 3.41211, 2.01774], [-1.97093, 2.74349, 1.62280], [-2.97395, 3.58543, 0.90107], [-0.00154, 4.76323, 3.29836], [-1.23036, 3.70042, 4.03118], [-1.72223, 5.03729, 2.96244], [-3.22422, 4.50849, 1.43462], [-3.90993, 3.04116, 0.76006], [-2.61393, 3.89593, -0.09244], [0.72999, -1.50262, -4.78918], [0.52773, -2.60873, -3.74346], [0.20545, -2.02155, -2.36232], [0.95747, -0.70117, -2.16013], [0.34963, 0.34318, -3.11342], [-0.11675, -0.28558, -4.43865], [0.96172, -0.16452, -0.38037], [2.32143, -1.20410, 0.38425], [3.56199, -1.52803, -0.49275], [3.54974, -2.97184, -0.98285], [3.68470, -3.94187, 0.19304], [2.93998, -3.41465, 1.43027], [1.78812, -2.50182, 1.02020], [1.73344, 1.52778, -0.34778], [3.09130, 1.68456, -1.05861], [3.44987, 3.15836, -1.30812], [2.85430, 4.03598, -0.21749], [1.32768, 4.02554, -0.33523], [0.78883, 2.65344, -0.78198], [0.48210, -1.87368, -5.78387], [1.78169, -1.20653, -4.82812], [1.42512, -3.22813, -3.67801], [-0.28374, -3.27168, -4.05189], [0.42723, -2.75273, -1.58302], [-0.86736, -1.81540, -2.29177], [1.99466, -0.86670, -2.46407], [1.08410, 1.12504, -3.31336], [-0.49665, 0.84606, -2.63395], [-0.07441, 0.46165, -5.23194], [-1.16481, -0.59068, -4.36436], [2.65850, -0.56973, 1.21502], [4.46770, -1.36621, 0.09950], [3.64239, -0.84989, -1.33803], [4.35637, -3.13092, -1.70039], [2.62028, -3.16152, -1.52721], [4.74106, -4.07752, 0.43326], [3.30334, -4.92537, -0.08723], [3.62200, -2.84871, 2.07134], [2.56925, -4.24377, 2.03484], [1.16899, -2.27705, 1.89554], [1.13628, -3.04168, 0.32794], [1.88783, 1.66212, 0.73316], [3.08432, 1.15147, -2.01341], [3.87250, 1.22356, -0.45085], [3.05636, 3.48261, -2.27596], [4.53357, 3.26529, -1.36528], [3.22939, 5.05777, -0.27987], [3.16737, 3.65592, 0.76033], [1.02674, 4.77220, -1.07461], [0.86661, 4.30985, 0.60834], [0.68450, 2.64006, -1.86805], [-0.21113, 2.49581, -0.36097]]
}

***

Record-wise relative energy (zero: lowest compared OMol25 entry of this formula, charge and spin) values, in eV: 0.0000, 3.9979, 3.8883, 0.3074, 0.0000
Record-wise DFT total energy values, in eV: -64878.3512, -18194.8100, -8727.7911, -17774.8866, -49050.9585